An isolated ion of composition C3HNO2PS and charge -1 at a distorted geometry. Source: the Open Molecules 2025 dataset; level of theory: ωB97M-V/def2-TZVPD.

Structure (ORCA input):
```
! RIJCOSX wB97M-V def2-TZVPD def2/J DEFGRID3
* xyz -1 1
N -2.7746 -0.6516 -0.2835
P -1.7976 -1.8033 -0.0839
C -0.0654 -1.1130 0.1309
C -0.0475 0.2347 0.1431
S -1.2970 1.2344 0.0227
C 1.4869 1.2201 -0.0772
O 1.6830 1.1894 -1.2552
O 1.9532 1.5056 0.9610
H 0.8592 -1.8163 0.4420
*
```

The value obtained for the frontier orbital gap is 0.282 Ha. As for the SMILES: N#P=CC(=S)C(=O)[O-]. As for the HOMO energy: -0.175 Eh. As for the total energy: -28835.18613 eV. The LUMO energy comes out at 2.9 eV. The value obtained for the molar mass is 146.1 g/mol.


A 2-piece molecular cluster, C3H10NO overall at a distorted geometry. Source: the Open Molecules 2025 dataset; level of theory: ωB97M-V/def2-TZVPD.

Structure (ORCA input):
```
! RIJCOSX wB97M-V def2-TZVPD def2/J DEFGRID3
* xyz 1 1
C -0.5918 0.8741 0.2858
O -0.6536 1.8810 1.3104
C 0.6142 0.0334 0.5255
C 0.5728 -1.2677 0.8337
H -0.5209 1.4192 -0.6568
H -1.4820 0.2637 0.1987
H -0.4457 1.4493 2.1443
H 1.6237 0.4842 0.4648
H 1.4408 -1.8535 1.0760
H -0.3804 -1.8043 0.8228
N 0.1275 -1.1679 -2.2281
H -0.3151 -0.2664 -2.3484
H 0.2054 -1.2863 -1.1880
H -0.4225 -1.9212 -2.6121
H 1.0615 -1.1970 -2.6579
*
```

The value obtained for the frontier orbital gap is 0.374 Ha. As for the HOMO energy: -0.524 Eh. As for the total energy: -6802.82241 eV. The LUMO energy comes out at -4.1 eV. The value obtained for the molar mass is 76.1 g/mol.


A 2-piece molecular cluster, CH2N3O4 overall at a distorted geometry. Source: the Open Molecules 2025 dataset; level of theory: ωB97M-V/def2-TZVPD.

Structure (ORCA input):
```
! RIJCOSX wB97M-V def2-TZVPD def2/J DEFGRID3
* xyz 1 1
C -0.6409 -0.2990 -0.4471
N -1.6073 0.4136 -0.0411
N 0.0403 -1.3547 -0.0017
N 1.6979 0.8966 0.0430
O 1.1361 -0.8659 0.5226
O 1.2854 1.5376 0.8677
O -0.1305 -2.5002 -0.2504
O 2.3121 0.7231 -0.8749
H -2.2074 0.2159 0.7676
H -1.8857 1.2330 -0.5857
*
```

The value obtained for the frontier orbital gap (alpha / beta) is 0.314 / 0.314 Ha. As for the HOMO energy (alpha / beta): -0.554 / -0.554 Eh. As for the total energy: -13711.90672 eV. The LUMO energy (alpha / beta) comes out at -6.5 / -6.5 eV. The value obtained for the molar mass is 120.0 g/mol.


One molecule with the formula C4H6OS at a distorted geometry. Source: the Open Molecules 2025 dataset; level of theory: ωB97M-V/def2-TZVPD.

Structure (ORCA input):
```
! RIJCOSX wB97M-V def2-TZVPD def2/J DEFGRID3
* xyz 0 1
O 1.8756 0.0498 -0.5008
C 0.7272 0.1448 0.2591
C -0.2579 -1.0394 -0.0070
C -1.3348 0.0040 -0.0578
S -2.9317 -0.0314 -0.1947
C -0.3992 1.1443 -0.0496
H 2.4090 -0.7331 -0.1843
H 1.0061 0.2213 1.2988
H -0.0119 -1.4921 -0.9726
H -0.2828 -1.8445 0.7793
H -0.5256 1.9500 0.6804
H -0.2740 1.6262 -1.0508
*
```

The value obtained for the frontier orbital gap is 0.310 Ha. As for the SMILES: OC1CC(=S)C1. As for the HOMO energy: -0.316 Eh. As for the total energy: -17126.25025 eV. The LUMO energy comes out at -0.2 eV. The value obtained for the molar mass is 102.2 g/mol.